A 2-piece molecular cluster, C3H5IS overall at a distorted geometry. Source: the OMol25 dataset; level of theory: ωB97M-V/def2-TZVPD.

Results
- molar mass (g/mol) = 200.0
- energy relative to the best compared isomer or geometry (same formula, charge and spin) (kJ/mol) = 436.1
- LUMO level (spin up / spin down) (eV) = -0.035 / 0.118
- orbital gap (spin up / spin down) (eV) = 7.85 / 7.69
- HOMO (spin up / spin down) (eV) = -7.88 / -7.57

```
! RIJCOSX wB97M-V def2-TZVPD def2/J DEFGRID3
* xyz 0 1
C -0.97638 -0.67669 0.54261
C -0.13370 -0.80040 -0.38443
C 0.99202 1.70178 -0.59219
S 2.34167 1.71952 0.56582
I -0.83236 2.69680 -0.32283
H -1.49723 -1.51606 0.95231
H -1.07047 0.34750 1.00540
H 0.53437 -1.37721 -1.15685
H 1.19760 1.68523 -1.70442
H 1.38186 2.10257 1.44618
*
```